{
  "formula": "C32H34Cl3FeN5OSSiTe",
  "method": "wB97M-V/def2-TZVPD",
  "symbols": ["H", "H", "C", "N", "H", "H", "H", "C", "H", "C", "C", "C", "C", "C", "C", "N", "H", "C", "C", "H", "O", "Fe", "H", "H", "H", "H", "Si", "N", "H", "C", "H", "C", "H", "C", "C", "H", "Cl", "H", "C", "S", "H", "H", "H", "C", "C", "C", "C", "C", "C", "Cl", "H", "N", "H", "H", "H", "H", "H", "Cl", "H", "C", "C", "C", "H", "H", "C", "C", "Te", "C", "H", "N", "C", "H", "H", "C", "C", "H", "H", "C", "C"],
  "xyz": [[6.1709, -0.6644, -0.0970], [-1.4840, 3.4999, -0.5368], [3.2571, -2.8050, 1.2470], [-1.7340, 0.1495, -0.5540], [5.0058, -5.1944, -7.0011], [1.6370, -4.2358, 1.1188], [-2.0052, -1.8418, -0.9507], [-1.2837, 2.4576, -0.3045], [4.9252, -2.1012, -2.6234], [-2.3688, -5.6236, 2.5748], [4.3514, -1.6634, -0.5940], [2.6804, -3.4500, -4.2280], [2.8795, -3.8078, -2.8880], [4.4206, -4.9846, -4.9389], [-2.0629, -4.2771, 2.4445], [-0.0037, -1.8719, 0.6424], [2.7158, -4.4345, 2.5126], [3.2729, -2.4163, -0.1006], [-1.0299, -4.7156, 0.3259], [-5.2888, 0.7445, -1.9232], [-1.9218, -1.6267, 1.9610], [0.3275, 0.0690, 0.6788], [0.6463, -2.7222, -4.3214], [-1.0684, -6.7506, -0.3367], [5.3233, -6.1139, -3.3622], [5.9265, -0.4866, 3.3821], [-1.2628, -0.1144, 2.3237], [0.8937, 2.9673, 0.0900], [-2.8971, -5.9697, 3.4547], [6.3754, -1.0825, 2.5852], [-0.5118, -4.3642, -0.5531], [-3.7580, -0.6999, -1.4841], [-2.3467, -3.5710, 3.2120], [-1.3757, -3.8120, 1.3235], [4.5193, -1.2723, -2.0386], [5.2048, -0.4277, -2.1153], [-0.7776, -0.3961, 4.3406], [4.2359, -2.6506, 3.1357], [-2.2344, 1.3863, -0.6539], [1.9743, 0.7067, -0.9343], [3.9454, 2.4810, -0.3056], [1.5315, -3.1246, 2.4792], [7.1084, -0.4623, 2.0687], [1.9557, 2.3314, -0.3383], [5.2648, -5.6011, -6.0234], [-1.0075, -2.3559, 1.2400], [-2.0073, -6.5221, 1.5802], [-3.5004, 1.6486, -1.1500], [3.4527, -4.0353, -5.2286], [1.7604, 0.4451, 2.3160], [4.5134, -6.2983, -1.2131], [3.1222, 3.0531, -0.4025], [1.6460, -2.2792, -5.7076], [3.5718, -0.9822, -2.4900], [3.1144, -5.3721, -0.6328], [-2.2386, -7.5752, 1.6849], [3.1169, 3.8827, 0.1723], [-2.9962, 1.0763, 2.4509], [-3.8468, 2.6705, -1.2256], [5.3171, -1.5780, 1.6364], [-4.2862, 0.5795, -1.5499], [4.2751, -2.3669, 2.0881], [3.2976, -3.7325, -6.2599], [4.7084, -4.6427, -0.6240], [4.5806, -5.3613, -3.6129], [-1.3447, -6.0615, 0.4521], [1.6454, -2.8732, -1.3876], [2.2221, -3.7049, 1.8661], [6.3264, -5.4123, -5.8506], [-0.1482, 2.0737, 0.1194], [4.0525, -5.3097, -1.1866], [-4.3257, -1.5624, -1.8040], [6.9050, -1.9136, 3.0566], [3.8204, -4.8049, -2.5876], [-2.4709, -0.8657, -0.9922], [5.1304, -6.6843, -6.0608], [1.8475, -1.4590, -4.1473], [1.6512, -2.4212, -4.6263], [5.3516, -1.2647, 0.2874]],
  "forces_ev_per_a": [[0.000, -0.005, -0.002], [0.067, -0.045, -0.151], [-0.003, -0.071, -0.050], [0.399, -0.150, -0.199], [0.000, -0.005, -0.001], [-0.037, -0.011, -0.015], [-0.019, -0.011, 0.067], [-0.323, -0.398, -0.053], [0.012, -0.008, -0.003], [0.002, 0.028, -0.007], [0.019, 0.022, -0.006], [0.010, 0.112, -0.053], [-0.118, -0.033, -0.044], [0.008, 0.001, -0.005], [0.007, -0.022, 0.010], [-0.137, 0.440, 0.707], [-0.016, -0.002, -0.008], [0.018, 0.047, 0.061], [-0.088, -0.025, -0.044], [0.000, -0.002, -0.001], [0.012, 0.089, -0.053], [-1.799, 0.356, -0.690], [-0.003, 0.011, -0.009], [0.010, 0.002, 0.004], [-0.024, -0.021, 0.001], [0.002, 0.011, -0.009], [0.257, -0.309, 0.153], [-0.073, -0.227, 0.285], [0.019, -0.007, 0.010], [-0.023, -0.014, 0.002], [0.037, 0.002, 0.018], [0.070, -0.037, 0.039], [-0.003, -0.011, 0.009], [0.033, 0.111, -0.045], [-0.045, -0.033, 0.018], [-0.011, 0.005, -0.011], [-0.090, 0.145, -0.016], [-0.014, 0.013, -0.002], [0.382, 0.494, 0.330], [0.062, -0.072, -0.214], [0.013, -0.003, -0.074], [-0.037, 0.027, -0.015], [0.003, -0.003, 0.001], [0.034, 0.243, 0.104], [0.002, 0.004, 0.025], [0.179, -0.421, 0.002], [0.014, -0.009, 0.012], [-0.169, -0.130, -0.119], [0.007, -0.012, 0.018], [0.214, -0.037, 0.097], [-0.004, 0.003, -0.001], [0.015, 0.017, 0.000], [0.008, -0.005, -0.001], [0.004, 0.007, 0.003], [0.000, 0.001, 0.010], [-0.024, 0.006, -0.009], [-0.015, -0.013, 0.012], [0.110, 0.052, -0.001], [-0.030, -0.009, 0.062], [0.037, -0.027, 0.005], [0.093, 0.117, 0.004], [0.025, -0.026, 0.007], [-0.015, -0.006, 0.003], [-0.009, 0.023, 0.011], [0.018, 0.020, -0.017], [0.004, 0.019, -0.019], [0.535, -0.408, -0.263], [-0.002, 0.050, -0.010], [0.000, 0.005, -0.005], [0.463, 0.071, 0.064], [-0.014, 0.026, -0.034], [0.018, 0.001, -0.025], [0.004, 0.003, -0.002], [0.031, -0.029, 0.073], [-0.123, 0.048, 0.044], [-0.005, 0.001, -0.008], [-0.014, -0.006, 0.008], [0.036, -0.004, 0.022], [-0.009, 0.031, -0.009]],
  "mulliken_charge": [0.2769, 0.3733, 1.3505, 0.3688, 0.3497, 0.1406, 0.5750, -0.9083, 0.2806, -0.6599, 0.8748, 1.1026, -0.2439, 0.6864, -0.3428, 1.3635, 0.6230, 0.4149, 0.1144, 0.4043, -0.2830, 0.1848, 0.2487, 0.4178, 0.3983, 0.3348, 0.3289, -1.3369, 0.3968, -1.6472, 0.3680, -1.0386, 0.4385, 0.3856, -1.7164, 0.4918, -0.3699, 0.3346, 0.7411, -0.2335, 0.2413, 0.2800, 0.3623, 0.2355, -1.5416, -0.6284, -0.4079, -0.9002, -1.0180, -0.4715, 0.4956, -0.4832, 0.3983, 0.1102, 0.1268, 0.3695, 0.2790, -0.3719, 0.4206, 0.9051, -0.3013, -0.8739, 0.2435, 0.2341, -0.9742, -1.0005, 0.5993, -2.3029, 0.3169, 1.0323, -1.6213, 0.4419, 0.3402, 1.2553, -0.2008, 0.3302, 0.2719, -1.7002, -1.0810],
  "lumo_ev": [2.198, 2.193],
  "largest_force_ev_per_a": 1.96,
  "e_homo_ev": [-4.62, -4.68],
  "gap_ev": [6.8, 6.9],
  "e_above_lowest_kcal_mol": 0.0,
  "total_energy_ha": -5189.0643,
  "spin_multiplicity": 2,
  "total_charge": -1
}